1 | Below is CH3N3S in the gas phase, with properties calculated with the ωB97M-V functional and the def2-TZVPD basis.

```
! wB97M-V def2-TZVPD RIJCOSX def2/J DEFGRID3
* xyz 0 1
C 0.85 0.42 -0.61
N -0.68 0.99 -0.49
N -1.39 0.34 0.26
N -1.00 -0.80 0.73
S 0.77 -1.08 0.35
H 1.34 0.38 -1.56
H 1.48 1.27 -0.14
H -1.37 -1.52 1.45
*
```

SMILES: C1N=NNS1

Mulliken charges, unit e, in atom order:
1. C -0.35
2. N -0.15
3. N -0.17
4. N -0.06
5. S -0.09
6. H 0.31
7. H 0.22
8. H 0.29

=====

2 | Below is CH3N3S in the gas phase, with properties calculated with the ωB97M-V functional and the def2-TZVPD basis.

```
! wB97M-V def2-TZVPD RIJCOSX def2/J DEFGRID3
* xyz 0 1
C -0.40 -0.70 -0.14
N 0.71 1.37 -0.03
N 1.84 1.13 -0.17
N -0.41 0.65 0.22
S 1.04 -1.56 0.39
H -1.19 -1.18 0.37
H -0.46 -0.94 -1.26
H -1.14 1.24 0.62
*
```

Mulliken charges, unit e, in atom order:
1. C -0.39
2. N 0.11
3. N -0.35
4. N 0.01
5. S -0.24
6. H 0.32
7. H 0.25
8. H 0.29

=====

Which structure is most stable? 1, by 66.1 kJ/mol over the runner-up.